{"formula": "C47H40N7O6S2SbSc", "method": "the ωB97M-V functional and the def2-TZVPD basis", "orbital_gap_ev": 7.17, "e_homo_ev": -5.018, "e_lumo_ev": 2.15, "total_charge": -1, "spin_multiplicity": 1, "total_energy_ha": -4447.44504, "species": ["Sc", "C", "C", "C", "C", "N", "C", "N", "C", "N", "C", "N", "C", "C", "C", "C", "C", "N", "C", "C", "C", "C", "C", "C", "H", "H", "H", "H", "H", "H", "H", "H", "H", "H", "H", "H", "C", "C", "C", "C", "C", "C", "C", "S", "O", "O", "N", "C", "C", "O", "O", "H", "H", "H", "H", "H", "H", "H", "H", "H", "N", "C", "C", "O", "O", "H", "H", "H", "H", "S", "Sb", "C", "C", "C", "C", "C", "C", "C", "C", "C", "C", "C", "C", "C", "C", "C", "C", "C", "C", "H", "H", "H", "H", "H", "H", "H", "H", "H", "H", "H", "H", "H", "H", "H"], "positions_angstrom": [[2.1997, -0.2385, 0.8547], [6.2568, -1.5110, 2.5017], [6.2196, -2.8861, 2.3067], [5.4537, -3.3827, 1.2786], [4.7082, -2.5063, 0.4766], [4.7170, -1.1756, 0.6878], [5.4936, -0.7135, 1.6708], [4.0239, -3.1054, -0.5627], [3.1478, -2.5000, -1.2775], [2.6832, -1.2128, -1.1786], [1.8640, -0.9781, -2.2282], [1.3994, 0.1630, -2.6424], [1.9416, 1.3489, -2.1838], [1.6937, 2.4908, -2.9621], [2.3559, 3.6612, -2.6833], [3.2873, 3.6794, -1.6507], [3.4565, 2.5240, -0.9147], [2.7772, 1.3936, -1.1278], [1.6430, -2.2311, -2.9948], [0.8658, -2.5516, -4.0908], [0.9194, -3.8544, -4.5760], [1.7590, -4.7963, -3.9913], [2.5605, -4.4617, -2.9054], [2.4800, -3.1765, -2.4114], [6.8546, -1.0710, 3.2883], [6.7858, -3.5504, 2.9481], [5.3868, -4.4414, 1.0744], [5.4915, 0.3597, 1.8081], [0.9797, 2.4197, -3.7686], [2.1670, 4.5503, -3.2730], [3.8549, 4.5667, -1.4058], [4.1817, 2.4939, -0.1093], [0.2291, -1.8231, -4.5732], [0.2999, -4.1412, -5.4168], [1.7928, -5.8034, -4.3892], [3.2284, -5.1838, -2.4527], [-2.8684, 5.6756, 4.9680], [-2.2644, 4.8101, 3.8935], [-2.0902, 3.4438, 4.0983], [-1.5569, 2.6414, 3.1025], [-1.1828, 3.2123, 1.8971], [-1.3552, 4.5662, 1.6691], [-1.8974, 5.3600, 2.6680], [-0.4830, 2.1666, 0.6216], [-0.5151, 2.9694, -0.5776], [-1.4123, 1.0158, 0.6276], [0.9115, 1.6746, 1.1195], [1.7031, 2.7834, 1.6810], [3.0931, 2.2907, 2.1026], [3.9046, 3.0993, 2.5240], [3.2610, 1.0199, 2.0021], [-2.8333, 5.1775, 5.9360], [-3.9129, 5.8953, 4.7358], [-2.3394, 6.6257, 5.0481], [-2.3716, 3.0052, 5.0486], [-1.4390, 1.5730, 3.2379], [-1.0625, 4.9699, 0.7080], [-2.0350, 6.4217, 2.4976], [1.2391, 3.1818, 2.5929], [1.8103, 3.6218, 0.9870], [0.5875, -0.3564, 2.9792], [0.8163, -1.6041, 3.7049], [1.8226, -2.5002, 2.9420], [1.9913, -3.6470, 3.3160], [2.4096, -1.9052, 1.9665], [0.7432, 0.4604, 3.5524], [-0.3401, -0.3112, 2.5780], [-0.0970, -2.1828, 3.8461], [1.2471, -1.4088, 4.6872], [0.0299, -1.8264, 0.1608], [-1.8273, -0.8968, -0.8086], [-2.3606, 0.7028, -2.1517], [-3.1614, 1.7562, -1.7361], [-3.5492, 2.7286, -2.6457], [-3.1340, 2.6560, -3.9668], [-2.3158, 1.6124, -4.3760], [-1.9296, 0.6370, -3.4687], [-2.4064, -2.5300, -2.1030], [-3.1240, -2.3580, -3.2811], [-3.4090, -3.4462, -4.0960], [-2.9869, -4.7161, -3.7318], [-2.2837, -4.8983, -2.5489], [-1.9927, -3.8091, -1.7415], [-3.2699, -1.0719, 0.7932], [-2.8870, -1.8296, 1.8947], [-3.6588, -1.8362, 3.0484], [-4.8174, -1.0743, 3.1136], [-5.2137, -0.3333, 2.0109], [-4.4464, -0.3351, 0.8536], [-3.4546, 1.8398, -0.6976], [-4.1719, 3.5524, -2.3193], [-3.4379, 3.4171, -4.6749], [-1.9705, 1.5574, -5.4013], [-1.2669, -0.1545, -3.7745], [-3.4609, -1.3692, -3.5713], [-3.9538, -3.2977, -5.0209], [-3.2054, -5.5629, -4.3713], [-1.9473, -5.8867, -2.2614], [-1.4119, -3.9408, -0.8361], [-1.9675, -2.4008, 1.8512], [-3.3473, -2.4308, 3.8987], [-5.4079, -1.0557, 4.0214], [-6.1228, 0.2549, 2.0527], [-4.7722, 0.2446, -0.0024]], "mulliken_charge": [-0.02, -0.97, -0.42, -0.35, 0.20, -0.01, -0.19, -0.68, 0.14, 0.01, -0.49, -0.06, 0.36, -0.79, -0.35, -1.18, -0.49, 0.67, 0.44, 0.57, -0.81, -0.70, -0.14, -0.24, 0.43, 0.38, 0.42, 0.54, 0.47, 0.41, 0.45, 0.58, 0.36, 0.44, 0.39, 0.56, -1.53, 1.21, -1.09, -0.60, -0.54, -0.31, -0.88, 0.63, -0.74, -0.34, 1.27, -0.57, -0.42, -0.77, -0.33, 0.36, 0.29, 0.38, 0.34, 0.30, 0.57, 0.37, 0.53, 0.42, 0.17, -0.48, 0.52, -0.76, -0.30, 0.23, -0.32, 0.16, 0.39, -0.49, 2.20, 1.26, -0.64, -0.76, -0.73, -0.58, -0.64, 0.79, -0.58, -0.72, -0.52, -0.72, -0.67, 0.92, -0.56, -0.77, -0.57, -0.84, -0.45, 0.15, 0.42, 0.35, 0.47, 0.33, 0.50, 0.40, 0.38, 0.41, 0.45, 0.41, 0.43, 0.39, 0.42, 0.46]}